1.
{
  "formula": "C15H39FN2Si",
  "method": "ωB97M-V/def2-TZVPD",
  "species": ["Si", "F", "N", "N", "C", "C", "C", "C", "C", "C", "C", "C", "C", "C", "C", "C", "C", "C", "C", "H", "H", "H", "H", "H", "H", "H", "H", "H", "H", "H", "H", "H", "H", "H", "H", "H", "H", "H", "H", "H", "H", "H", "H", "H", "H", "H", "H", "H", "H", "H", "H", "H", "H", "H", "H", "H", "H", "H"],
  "coordinates": [[3.927, -0.883, -3.646], [3.783, -2.693, -1.688], [0.720, 3.387, 2.192], [-2.897, -2.235, -1.567], [1.622, 1.021, 1.825], [3.204, -1.442, -1.985], [0.503, 2.055, 1.656], [-3.434, -1.390, -0.513], [-1.861, -3.981, -0.007], [0.982, -0.228, -1.793], [-2.400, -0.437, 0.069], [1.649, 4.232, 1.455], [1.693, -1.575, -1.947], [0.844, 3.423, 3.639], [-1.735, -3.031, -1.202], [0.722, 4.828, 4.207], [-4.807, -3.935, -1.653], [3.147, 4.032, 1.709], [-3.916, -2.907, -2.357], [-5.637, -4.210, -2.305], [-1.916, 0.134, -0.724], [5.391, -0.722, -3.540], [1.341, -2.094, -2.843], [-1.438, -3.595, -2.090], [-0.869, -4.317, 0.302], [1.401, 5.273, 1.672], [-1.627, -0.964, 0.631], [1.976, 0.969, 2.855], [3.528, -0.759, -1.191], [-4.265, -4.847, -1.406], [3.328, 0.419, -4.019], [-0.914, -2.337, -1.004], [1.434, 4.087, 0.393], [0.686, 4.787, 5.296], [2.477, 1.230, 1.182], [-4.555, -2.126, -2.780], [3.525, 3.108, 1.274], [3.599, -1.891, -4.675], [0.035, 2.803, 4.037], [-2.320, -3.485, 0.850], [-3.891, -1.962, 0.309], [-0.015, -0.259, -2.234], [1.533, 0.581, -2.279], [-0.404, 1.663, 2.128], [1.570, 5.456, 3.931], [-2.882, 0.261, 0.754], [1.781, 2.972, 4.004], [1.446, -2.224, -1.101], [-3.412, -3.384, -3.201], [1.246, 0.029, 1.561], [-0.190, 5.307, 3.846], [3.370, 4.013, 2.777], [3.708, 4.860, 1.273], [0.866, 0.026, -0.739], [-2.453, -4.865, -0.237], [-5.231, -3.533, -0.731], [-4.243, -0.807, -0.962], [0.272, 2.163, 0.592]],
  "mol_weight_g_mol": 294.57,
  "largest_force_ev_per_a": 0.220,
  "smiles": "CC[C@@H](F)[SiH3].CCN(CC)CC.CCN(CC)CC",
  "gap_ev": 8.97
}

2.
{
  "formula": "C15H39FO19P4",
  "method": "ωB97M-V/def2-TZVPD",
  "species": ["P", "P", "P", "P", "F", "O", "O", "O", "O", "O", "O", "O", "O", "O", "O", "O", "O", "O", "O", "O", "O", "O", "O", "O", "C", "C", "C", "C", "C", "C", "C", "C", "C", "C", "C", "C", "C", "C", "C", "H", "H", "H", "H", "H", "H", "H", "H", "H", "H", "H", "H", "H", "H", "H", "H", "H", "H", "H", "H", "H", "H", "H", "H", "H", "H", "H", "H", "H", "H", "H", "H", "H", "H", "H", "H", "H", "H", "H"],
  "coordinates": [[-0.262, -3.937, 1.140], [0.177, 6.999, 4.268], [-3.305, -4.261, -3.448], [2.399, 0.568, -2.096], [-1.680, 0.886, -1.120], [2.091, 0.483, -0.539], [-3.561, -3.227, -2.258], [0.292, 5.680, 5.145], [-4.297, -5.313, -3.569], [-1.880, 1.789, 1.765], [-3.145, -3.271, -4.697], [-0.188, 1.705, 0.344], [3.432, 1.787, -2.097], [-0.653, 7.990, 5.227], [3.281, -0.724, -2.367], [-0.369, 6.879, 2.905], [1.098, -4.443, 1.826], [-0.487, -2.477, 1.256], [-0.512, 3.539, 1.660], [1.584, 7.725, 4.272], [-0.200, -4.322, -0.387], [1.211, 0.747, -2.954], [-1.341, -4.968, 1.702], [-1.798, -4.720, -3.177], [-0.965, 0.581, 0.016], [2.164, -3.520, 2.010], [-1.981, 0.492, 1.183], [-2.719, -4.624, 1.599], [3.953, 2.300, -3.320], [-0.800, 2.439, 1.325], [0.751, -3.786, -1.338], [3.040, 0.112, 0.451], [1.152, 4.663, 4.651], [-4.339, -2.711, -5.261], [3.367, -1.351, -3.650], [-1.942, 7.513, 5.682], [2.518, 7.418, 3.242], [-1.506, -6.112, -3.299], [-2.749, -2.083, -2.053], [1.122, -2.827, -0.974], [-2.976, 0.259, 0.813], [2.563, -0.434, 1.261], [2.051, 6.963, 2.365], [3.819, -0.523, 0.023], [3.334, 6.839, 3.665], [3.035, -3.791, 1.403], [-4.191, -2.112, -6.162], [-3.245, -5.403, 1.053], [-3.318, -1.153, -2.069], [-2.253, 6.686, 5.051], [2.197, 4.906, 4.844], [-2.332, -6.756, -2.991], [-1.208, -6.455, -4.288], [1.856, -2.519, 1.717], [-1.864, -1.945, -2.676], [2.841, -2.308, -3.651], [2.844, -0.757, -4.400], [1.559, -4.518, -1.251], [-0.358, -0.292, -0.203], [-4.620, -1.922, -4.554], [4.417, -1.549, -3.842], [-2.621, 8.361, 5.585], [0.853, 3.658, 4.935], [0.316, -3.769, -2.329], [2.918, 8.327, 2.785], [-0.730, -6.325, -2.564], [-3.153, -4.485, 2.588], [-2.935, -3.683, 1.086], [3.568, 3.319, -3.429], [-1.746, -0.184, 2.004], [3.556, 1.811, -4.211], [5.035, 2.381, -3.275], [3.522, 1.018, 0.818], [-2.367, -2.169, -1.028], [1.092, 4.605, 3.555], [2.546, -3.584, 3.028], [-1.886, 7.368, 6.760], [-5.069, -3.485, -5.479]],
  "mol_weight_g_mol": 666.35,
  "largest_force_ev_per_a": 2.120,
  "smiles": "O=C1OC[C@@H](F)O1.COP(=O)(OC)OC.COP(=O)(OC)OC.COP(=O)(OC)OC.COP(=O)(OC)OC",
  "gap_ev": 10.38
}

3.
{
  "formula": "C15H39N3O12",
  "method": "ωB97M-V/def2-TZVPD",
  "species": ["O", "O", "O", "O", "O", "O", "O", "O", "O", "O", "O", "O", "N", "N", "N", "C", "C", "C", "C", "C", "C", "C", "C", "C", "C", "C", "C", "C", "C", "C", "H", "H", "H", "H", "H", "H", "H", "H", "H", "H", "H", "H", "H", "H", "H", "H", "H", "H", "H", "H", "H", "H", "H", "H", "H", "H", "H", "H", "H", "H", "H", "H", "H", "H", "H", "H", "H", "H", "H"],
  "coordinates": [[-0.235, 2.906, -3.307], [4.013, 0.855, 1.464], [-5.226, -7.312, -2.162], [2.762, -1.081, -0.385], [-3.772, -1.662, -0.808], [-1.139, -0.653, 0.243], [-1.989, -0.593, 4.223], [0.895, 4.693, -0.715], [-3.748, -5.881, -1.540], [2.330, 6.120, -3.177], [-2.068, 2.256, -4.210], [-1.303, -2.596, 4.641], [-1.248, -1.350, 4.787], [-1.308, 2.342, -3.239], [-4.165, -7.052, -1.679], [-2.590, -2.382, -0.327], [2.228, 4.825, -3.610], [3.113, -1.452, 0.887], [3.300, 1.233, 2.699], [2.298, 6.345, -1.798], [-1.987, -1.695, 0.799], [-4.526, -2.328, -1.797], [1.587, 4.068, 0.402], [-3.276, -8.161, -1.157], [-1.663, 1.596, -1.950], [1.007, 6.059, -1.016], [-0.407, 0.155, 1.143], [2.021, -2.054, -1.118], [4.292, -0.540, 1.370], [-0.226, -0.711, 5.662], [-3.666, -9.014, -1.714], [-1.047, 1.022, 1.307], [3.427, -2.495, 0.905], [-0.102, -1.349, 6.538], [-0.533, 0.271, 6.020], [3.118, 5.820, -1.308], [-3.448, -8.203, -0.082], [-5.412, -1.860, -2.228], [0.156, 6.165, -1.689], [-1.195, -2.298, 1.244], [2.719, 7.300, -1.482], [-2.715, -1.478, 1.580], [-1.526, 2.320, -1.147], [0.679, -0.663, 5.057], [-2.237, -7.901, -1.360], [-0.303, -0.228, 2.159], [4.742, -0.838, 2.317], [2.798, 2.185, 2.522], [5.092, -0.557, 0.630], [0.480, 0.609, 0.702], [-2.795, -3.359, 0.111], [-2.692, 1.240, -1.984], [0.907, 6.606, -0.079], [2.241, -1.363, 1.534], [3.041, 4.583, -4.295], [1.054, -2.192, -0.634], [2.589, 4.487, 0.492], [1.305, 4.657, -4.165], [-1.796, -2.473, -1.068], [-0.920, 0.799, -1.904], [2.129, 4.009, -2.895], [1.825, -1.832, -2.168], [-4.903, -3.268, -1.394], [4.039, 1.282, 3.499], [1.794, 3.025, 0.161], [1.068, 4.156, 1.356], [2.577, -2.989, -1.184], [2.582, 0.493, 3.051], [-4.041, -2.616, -2.730]],
  "mol_weight_g_mol": 453.49,
  "largest_force_ev_per_a": 3.202,
  "smiles": "C[N+](=O)[O-].C[N+](=O)[O-].C[N+](=O)[O-].COCCOC.COCCOC.COCCOC",
  "gap_ev": 8.70
}